A cluster of 8 separate species, C40H93INO15 in total, computed with ωB97M-V with the def2-TZVPD basis set.

Summary:
Kohn-Sham gap (spin up / spin down) = 8.63 / 9.32 eV
strongest force on any atom = 0.6 eV Å⁻¹
charge = 0
LUMO level (spin up / spin down) = 0.0139 / 0.0112 hartree
total energy = -83281.599 eV
spin multiplicity = 2

Each atom is followed by the atoms it is bonded to, with distances in Å.
CARTESIAN COORDINATES (ANGSTROEM)
1 C 1.136 8.805 0.325  C2 1.534, H16 1.091, H17 1.090, H18 1.093
2 C -0.138 8.242 0.968  C1 1.534, C3 1.535, H19 1.094, H20 1.098
3 C -1.418 8.185 0.123  C2 1.535, I4 2.169, C5 1.552, H21 1.090
4 I -1.636 10.046 -0.968  C3 2.169
5 C -1.647 6.899 -0.714  C3 1.552, C6 1.542, C15 1.525, H22 1.099
6 C -0.369 6.127 -1.098  C5 1.542, C7 1.542, H23 1.094, H24 1.090
7 C -0.471 5.250 -2.362  C6 1.542, C8 1.537, C9 1.531, N10 1.487
8 C -0.041 6.003 -3.631  C7 1.537, H25 1.093, H26 1.095, H27 1.090
9 C 0.419 4.016 -2.193  C7 1.531, H28 1.090, H29 1.094, H30 1.092
10 N -1.871 4.773 -2.524  C7 1.487, O11 1.275, C12 1.493
11 O -2.021 3.770 -3.296  N10 1.275
12 C -3.016 5.732 -2.514  N10 1.493, C13 1.532, C14 1.533, C15 1.534
13 C -3.507 5.960 -3.947  C12 1.532, H31 1.092, H32 1.090, H33 1.094
14 C -4.133 5.085 -1.687  C12 1.533, H34 1.094, H35 1.093, H36 1.092
15 C -2.582 7.072 -1.907  C5 1.525, C12 1.534, H37 1.096, H38 1.091
16 H 1.164 9.893 0.405  C1 1.091
17 H 1.218 8.563 -0.735  C1 1.090
18 H 2.019 8.401 0.826  C1 1.093
19 H -0.359 8.839 1.857  C2 1.094
20 H 0.049 7.223 1.332  C2 1.098
21 H -2.256 8.258 0.816  C3 1.090
22 H -2.201 6.251 -0.019  C5 1.099
23 H -0.108 5.474 -0.259  C6 1.094
24 H 0.479 6.794 -1.252  C6 1.090
25 H -0.212 5.374 -4.508  C8 1.093
26 H 1.030 6.217 -3.564  C8 1.095
27 H -0.559 6.953 -3.763  C8 1.090
28 H -0.147 3.182 -1.778  C9 1.090
29 H 1.259 4.252 -1.532  C9 1.094
30 H 0.833 3.689 -3.149  C9 1.092
31 H -2.685 6.236 -4.611  C13 1.092
32 H -3.995 5.070 -4.343  C13 1.090
33 H -4.230 6.782 -3.936  C13 1.094
34 H -5.108 5.449 -2.023  C14 1.094
35 H -4.037 5.309 -0.621  C14 1.093
36 H -4.113 4.001 -1.813  C14 1.092
37 H -3.498 7.579 -1.582  C15 1.096
38 H -2.127 7.710 -2.667  C15 1.091
39 C 2.949 -1.925 -4.530  O40 1.415, H45 1.089, H46 1.093, H47 1.095
40 O 3.146 -1.633 -3.160  C39 1.415, C41 1.418
41 C 3.868 -0.438 -2.913  O40 1.418, C42 1.515, H48 1.095, H49 1.094
42 C 2.951 0.706 -2.531  C41 1.515, O43 1.415, H50 1.094, H51 1.096
43 O 2.114 1.107 -3.599  C42 1.415, C44 1.414
44 C 0.796 0.600 -3.529  O43 1.414, H52 1.095, H53 1.094, H54 1.089
45 H 2.239 -2.749 -4.584  C39 1.089
46 H 2.545 -1.066 -5.072  C39 1.093
47 H 3.887 -2.235 -5.004  C39 1.095
48 H 4.464 -0.161 -3.789  C41 1.095
49 H 4.552 -0.634 -2.082  C41 1.094
50 H 3.563 1.569 -2.251  C42 1.094
51 H 2.351 0.420 -1.659  C42 1.096
52 H 0.241 1.058 -2.704  C44 1.095
53 H 0.774 -0.487 -3.409  C44 1.094
54 H 0.305 0.866 -4.464  C44 1.089
55 C 0.951 -2.651 0.966  O56 1.416, H61 1.090, H62 1.094, H63 1.093
56 O 1.197 -3.818 0.202  C55 1.416, C57 1.420
57 C 2.158 -3.599 -0.821  O56 1.420, C58 1.514, H64 1.092, H65 1.094
58 C 3.525 -4.123 -0.434  C57 1.514, O59 1.421, H66 1.093, H67 1.096
59 O 4.062 -3.447 0.694  C58 1.421, C60 1.416
60 C 3.884 -4.149 1.911  O59 1.416, H68 1.096, H69 1.092, H70 1.090
61 H 0.387 -2.947 1.849  C55 1.090
62 H 1.887 -2.181 1.280  C55 1.094
63 H 0.361 -1.922 0.405  C55 1.093
64 H 2.222 -2.536 -1.062  C57 1.092
65 H 1.824 -4.121 -1.723  C57 1.094
66 H 4.211 -3.971 -1.272  C58 1.093
67 H 3.463 -5.199 -0.233  C58 1.096
68 H 4.517 -5.042 1.945  C60 1.096
69 H 2.843 -4.449 2.052  C60 1.092
70 H 4.177 -3.480 2.720  C60 1.090
71 C -2.091 -0.659 -0.405  O72 1.416, H77 1.091, H78 1.092, H79 1.097
72 O -1.431 -0.211 0.766  C71 1.416, C73 1.417
73 C -1.904 1.028 1.265  O72 1.417, C74 1.516, H80 1.096, H81 1.095
74 C -2.833 0.850 2.449  C73 1.516, O75 1.414, H82 1.094, H83 1.096
75 O -4.036 0.198 2.089  C74 1.414, C76 1.416
76 C -4.052 -1.186 2.389  O75 1.416, H84 1.096, H85 1.093, H86 1.089
77 H -1.753 -1.680 -0.586  C71 1.091
78 H -3.178 -0.652 -0.301  C71 1.092
79 H -1.819 -0.039 -1.268  C71 1.097
80 H -2.419 1.585 0.474  C73 1.096
81 H -1.033 1.611 1.580  C73 1.095
82 H -3.096 1.835 2.846  C74 1.094
83 H -2.316 0.294 3.240  C74 1.096
84 H -4.148 -1.358 3.467  C76 1.096
85 H -3.147 -1.685 2.031  C76 1.093
86 H -4.915 -1.619 1.886  C76 1.089
87 C 5.759 -0.273 4.382  O88 1.416, H93 1.089, H94 1.092, H95 1.096
88 O 5.150 -0.722 5.579  C87 1.416, C89 1.417
89 C 4.473 0.300 6.289  O88 1.417, C90 1.515, H96 1.096, H97 1.094
90 C 2.979 0.260 6.042  C89 1.515, O91 1.417, H98 1.094, H99 1.095
91 O 2.678 0.500 4.678  C90 1.417, C92 1.415
92 C 2.352 -0.672 3.956  O91 1.415, H100 1.096, H101 1.093, H102 1.089
93 H 6.106 -1.154 3.844  C87 1.089
94 H 5.054 0.276 3.754  C87 1.092
95 H 6.620 0.369 4.598  C87 1.096
96 H 4.863 1.284 6.005  C89 1.096
97 H 4.666 0.155 7.356  C89 1.094
98 H 2.495 1.036 6.643  C90 1.094
99 H 2.578 -0.710 6.355  C90 1.095
100 H 1.335 -1.008 4.189  C92 1.096
101 H 3.054 -1.482 4.171  C92 1.093
102 H 2.406 -0.429 2.896  C92 1.089
103 C -6.121 0.351 -5.565  O104 1.413, H109 1.089, H110 1.093, H111 1.096
104 O -4.878 1.022 -5.604  C103 1.413, C105 1.419
105 C -4.614 1.799 -4.446  O104 1.419, C106 1.512, H112 1.096, H113 1.093
106 C -3.677 1.100 -3.487  C105 1.512, O107 1.419, H114 1.092, H115 1.096
107 O -4.243 -0.081 -2.940  C106 1.419, C108 1.411
108 C -3.795 -1.269 -3.557  O107 1.411, H116 1.098, H117 1.093, H118 1.089
109 H -6.153 -0.322 -6.420  C103 1.089
110 H -6.240 -0.229 -4.646  C103 1.093
111 H -6.953 1.060 -5.644  C103 1.096
112 H -5.551 2.045 -3.933  C105 1.096
113 H -4.141 2.731 -4.766  C105 1.093
114 H -3.451 1.778 -2.662  C106 1.092
115 H -2.733 0.872 -3.995  C106 1.096
116 H -2.741 -1.458 -3.319  C108 1.098
117 H -3.907 -1.241 -4.644  C108 1.093
118 H -4.395 -2.087 -3.160  C108 1.089
119 C -4.561 -3.764 -0.251  O120 1.415, H125 1.089, H126 1.093, H127 1.096
120 O -5.411 -4.094 0.831  C119 1.415, C121 1.417
121 C -6.729 -4.431 0.437  O120 1.417, C122 1.514, H128 1.096, H129 1.094
122 C -6.950 -5.929 0.415  C121 1.514, O123 1.416, H130 1.094, H131 1.096
123 O -6.159 -6.570 -0.570  C122 1.416, C124 1.415
124 C -4.999 -7.192 -0.052  O123 1.415, H132 1.096, H133 1.093, H134 1.089
125 H -3.550 -3.682 0.148  C119 1.089
126 H -4.581 -4.530 -1.030  C119 1.093
127 H -4.844 -2.799 -0.688  C119 1.096
128 H -6.951 -4.011 -0.550  C121 1.096
129 H -7.419 -3.982 1.158  C121 1.094
130 H -8.000 -6.128 0.181  C122 1.094
131 H -6.739 -6.347 1.405  C122 1.096
132 H -5.260 -8.072 0.546  C124 1.096
133 H -4.412 -6.507 0.564  C124 1.093
134 H -4.399 -7.513 -0.903  C124 1.089
135 C 7.249 -8.049 4.550  O136 1.414, H141 1.089, H142 1.093, H143 1.096
136 O 6.162 -7.224 4.920  C135 1.414, C137 1.417
137 C 6.489 -6.258 5.905  O136 1.417, C138 1.514, H144 1.096, H145 1.094
138 C 6.710 -4.885 5.306  C137 1.514, O139 1.417, H146 1.094, H147 1.096
139 O 7.843 -4.849 4.456  C138 1.417, C140 1.414
140 C 7.520 -4.929 3.081  O139 1.414, H148 1.096, H149 1.093, H150 1.089
141 H 6.927 -8.642 3.695  C135 1.089
142 H 8.127 -7.461 4.271  C135 1.093
143 H 7.523 -8.728 5.366  C135 1.096
144 H 7.381 -6.566 6.460  C137 1.096
145 H 5.653 -6.205 6.609  C137 1.094
146 H 6.875 -4.167 6.114  C138 1.094
147 H 5.813 -4.575 4.759  C138 1.096
148 H 7.059 -4.000 2.729  C140 1.096
149 H 6.839 -5.760 2.879  C140 1.093
150 H 8.449 -5.090 2.537  C140 1.089